# 1
DFT (wB97M-V/def2-TZVPD) results for C4H11CoO3 as an isolated structure.

The geometry in XYZ format:
```
19
Properties=species:S:1:pos:R:3:forces:R:3:lowdin_charge:R:1
H 2.210214 -1.791097 -0.354760 -0.25 0.08 0.06 0.15
H 2.069300 -1.048993 1.942296 -0.38 -0.01 0.08 0.14
O -1.860652 1.146210 0.378715 -0.72 -0.36 -0.02 -0.36
H 1.054444 -2.527044 1.842709 0.16 0.32 -0.05 0.15
C 1.164950 0.117709 -1.818151 0.13 0.04 -0.82 -0.02
C -2.610188 2.183219 -0.161376 -0.63 1.28 -0.37 -0.21
O 0.028617 -0.714306 1.900921 -1.89 -0.57 1.71 -0.12
H 0.996654 1.179763 -2.017945 0.09 -0.24 0.09 0.11
Co -0.199359 0.858175 0.759000 0.03 0.97 -0.02 0.93
C 1.227019 -1.446767 -0.003795 0.05 -0.70 -0.24 -0.15
H -3.377676 1.817614 -0.868516 0.35 -0.08 0.37 0.09
H 0.426447 -0.476493 -2.372208 0.14 0.11 0.18 0.12
O 1.015528 -0.093757 -0.415585 0.61 -0.13 0.07 -0.30
H 2.179429 -0.172950 -2.123604 -0.27 0.15 0.08 0.11
H 0.436244 -2.072749 -0.443417 0.20 0.13 0.02 0.15
C 1.162757 -1.487948 1.505660 0.14 -0.88 -0.05 -0.15
H -2.003806 2.928040 -0.712804 -0.08 -0.30 0.16 0.08
H -0.791214 -1.147044 2.325371 2.17 0.52 -0.97 0.20
H -3.128708 2.748417 0.637489 0.16 -0.32 -0.28 0.09
```
Positions in Å, forces in eV/Å.

Calculated values
- Energy above the lowest of the compared OMol25 structures with the same formula, charge and spin: 0.0000 eV
- LUMO (spin up / spin down): -3.82 / -4.54 eV
- Max |F|: 2.62 eV/A
- Spin multiplicity: 4
- Total charge: +1



# 2
DFT (wB97M-V/def2-TZVPD) results for a 2-piece molecular cluster, C5H16N3 overall.

The geometry in XYZ format:
```
24
Properties=species:S:1:pos:R:3:forces:R:3:lowdin_charge:R:1
H -2.245734 3.366856 -0.412033 -0.02 0.04 -0.46 0.07
H 1.262686 -2.923990 -1.467762 -0.10 -0.10 -0.27 0.13
H -1.865865 -1.221542 1.705164 -0.17 -0.08 0.05 0.08
H -0.877984 -2.647077 1.918191 0.16 -0.40 0.33 0.08
C -0.947145 -1.598892 2.160526 0.11 1.52 -0.96 -0.05
H -1.086326 3.501873 -1.755861 0.07 0.13 0.04 0.06
C -0.789220 1.775083 -0.416329 0.11 0.51 -2.26 -0.18
C -1.675875 2.807416 -1.166910 -0.07 0.15 1.26 -0.14
C 0.230874 -0.811313 1.511575 0.00 -1.12 1.21 -0.21
H -2.384222 2.314581 -1.835373 0.14 -0.05 0.11 0.07
H -0.587274 -1.543378 -0.263936 0.26 -0.37 -0.33 0.16
H -0.037335 1.521102 -1.175335 -0.04 -0.52 0.12 0.05
H 1.648081 0.721360 -0.057483 0.62 0.41 0.09 0.10
N 2.142264 -0.006342 -0.550648 -1.17 -0.43 0.53 0.23
N 1.554579 -1.981083 -1.661184 -0.18 0.08 0.67 0.22
H -1.029481 -1.376897 3.222701 0.22 -0.31 -0.02 0.09
H 0.161838 0.248886 1.732118 -0.28 0.20 -0.44 0.10
N 0.287875 -1.186994 0.089183 -0.68 0.15 0.85 0.07
C 1.342384 -1.078041 -0.692102 1.06 0.27 -1.04 -0.44
H -0.195168 2.160514 0.408486 -0.60 0.10 0.45 0.06
H -1.414222 0.906202 -0.242821 0.27 -0.14 0.68 0.06
H 2.219965 -1.827079 -2.396370 0.12 0.11 -0.06 0.13
H 1.146019 -1.155127 2.003839 0.10 0.04 -0.30 0.13
H 3.139286 0.033881 -0.657637 0.08 -0.18 -0.24 0.14
```
Positions in Å, forces in eV/Å.

Calculated values
- Energy above the lowest of the compared OMol25 structures with the same formula, charge and spin: 0.6494 eV
- LUMO: -2.90 eV
- Max |F|: 2.32 eV/A
- Total charge: +1



# 3
DFT (wB97M-V/def2-TZVPD) results for a 7-piece molecular cluster, C34H89N7O10 overall.

The geometry in XYZ format:
```
140
Properties=species:S:1:pos:R:3:forces:R:3:lowdin_charge:R:1
H 8.033973 -6.794413 -2.944167 0.41 -0.95 0.53 0.08
C 8.109943 6.530637 6.705603 -0.75 0.03 0.38 -0.44
C -6.513667 6.859307 8.540573 -0.48 -1.13 0.77 -0.07
C -5.046177 6.434737 8.524023 -0.68 1.83 -0.59 -0.46
H 0.834313 3.054707 -0.644167 0.17 -0.21 0.40 0.09
C -6.872107 9.452957 -6.156507 -0.54 0.64 0.74 -0.11
H 5.709963 -10.129223 -3.030037 0.93 0.01 -0.72 0.12
H -7.240587 8.432517 -6.051497 0.75 -0.51 -0.20 0.08
H -0.319967 2.364877 2.906793 -0.39 0.09 0.29 0.12
O -5.735417 9.806237 -5.369447 -1.75 0.01 0.13 -0.17
H -6.744487 9.743297 -7.199347 0.13 -0.18 -0.16 0.09
H 7.122893 8.441997 7.447153 1.16 0.53 -0.73 0.07
C -4.611847 7.639617 -5.719677 0.30 1.74 -1.05 -0.22
H 4.861183 -2.134013 -9.215907 -0.23 0.54 0.12 0.11
H -4.740537 2.348467 7.828613 0.97 0.29 -0.03 0.09
H 7.079673 -7.562933 -4.192737 -0.30 -0.23 0.06 0.08
H -6.552517 -6.033553 1.983343 0.31 -0.35 -0.41 0.06
H -8.706937 -4.960583 1.187693 -0.28 -0.01 -0.66 0.08
C 5.438463 -1.318993 -5.311117 0.06 -0.12 0.19 -0.25
O 5.870433 -0.779193 -4.057587 -1.62 1.59 -1.01 -0.16
C -8.790867 -6.047343 1.188943 -0.18 -0.05 -0.09 -0.07
H -6.758377 7.069467 9.581753 -0.43 0.30 -0.02 0.07
O -4.129547 3.908847 -3.586337 -0.35 0.42 0.95 -0.20
O 6.843043 -8.490763 -2.249267 0.23 0.27 -0.86 -0.19
H -8.589367 -10.405653 3.508803 0.48 -0.19 -0.13 0.08
H -8.143207 -6.507163 0.442483 0.53 0.21 0.12 0.08
C -4.466987 5.207857 -4.088747 1.13 0.64 0.39 -0.24
C -0.728977 -2.125923 1.716793 0.89 -0.35 -0.06 -0.23
C 4.642643 -0.388413 -3.412477 -0.08 -1.42 1.02 -0.11
H 5.791213 2.746167 6.284343 -0.03 0.04 0.00 0.09
N -4.545417 6.284227 7.192123 0.57 -1.74 -1.84 0.03
O 6.810783 4.481017 6.486203 1.25 1.12 -1.16 -0.19
C 4.959283 -9.671053 -1.196017 -1.01 1.99 2.00 -0.43
C -0.508617 0.192697 2.533013 -1.48 1.14 -0.48 -0.18
C 6.169303 3.548607 5.650913 -0.10 -0.21 0.16 -0.13
C 7.366793 -5.199403 -9.351657 -1.89 0.38 -0.10 -0.10
H 4.847393 -8.654283 -3.018067 0.10 0.64 0.01 0.12
H 8.170663 6.007777 7.660073 -0.02 0.15 0.20 0.13
C -8.647617 -9.782793 4.401413 -0.07 0.14 -0.52 -0.13
H -9.004887 -5.978663 3.360593 0.07 0.66 -0.14 0.14
H -4.849677 6.864637 6.423593 -0.08 1.43 0.77 0.07
H -1.547247 -2.578743 2.276683 -0.73 0.62 -0.09 0.12
C -4.897657 3.577887 -2.368357 -0.34 0.79 -2.15 -0.07
H 4.911543 -4.295103 -8.955957 -0.73 -0.22 0.34 0.11
C 6.480453 -1.254863 -6.349237 3.22 -1.53 -1.64 -0.22
H -9.788987 -8.076573 2.668003 -0.27 -0.28 0.30 0.12
H -0.711757 -3.958453 0.808703 0.32 -0.60 -0.68 0.12
H 6.182163 7.190677 7.296283 -0.68 -0.60 -0.98 0.07
H 6.634993 -5.707673 -9.979537 -0.56 -0.68 0.44 0.08
N 4.753443 -8.449883 -0.389757 -0.45 -0.09 0.95 0.02
H 7.165873 -2.098533 -6.430027 0.49 -0.47 2.11 0.11
C -0.699117 -2.942653 0.413613 -1.33 0.28 1.49 -0.26
H 6.981413 -1.413923 -8.279637 -0.18 -0.09 -0.19 0.10
H -4.354777 5.902107 -3.255967 -0.35 0.34 0.17 0.12
H 1.410423 -3.517213 -2.077237 0.47 -0.19 1.07 0.08
H 6.855623 3.111727 4.925523 0.12 -0.05 -0.12 0.08
H -1.679437 -2.705603 0.000243 -0.27 -0.30 -0.48 0.12
H -4.503407 2.642717 -1.970717 -0.27 0.20 -0.12 0.09
H -9.761327 -6.428553 0.871143 -0.39 0.50 0.33 0.08
H -5.002377 5.456617 6.836653 0.32 -0.98 0.15 0.06
O 6.834463 -3.904573 -9.083627 0.85 1.28 0.57 -0.22
H 4.343213 -7.680303 -0.899227 -0.19 -0.05 -0.30 0.06
N 6.121563 -1.324933 -7.757297 -2.59 0.71 -1.07 -0.08
H 5.601423 -4.333253 -7.348917 0.74 -0.14 0.23 0.11
H -2.680547 7.269367 -6.221267 0.09 -0.23 -0.02 0.11
H 6.827813 7.828887 5.689723 -0.56 0.73 0.35 0.08
C -3.422047 5.662657 -5.126237 1.39 -0.85 -0.75 -0.20
H 2.871343 -10.051533 -1.970367 0.26 0.21 -0.24 0.07
H -6.893027 7.632497 7.872473 0.76 0.35 0.11 0.07
H -4.445897 7.236027 8.954963 0.08 -0.10 0.58 0.13
H 9.392983 7.495717 5.518373 0.50 0.13 -0.23 0.07
C -4.818337 5.128947 9.273893 -1.20 0.30 -1.35 -0.16
H -5.006367 4.367717 -1.625097 1.11 0.27 0.17 0.08
H 4.157893 -1.327253 -3.144687 0.08 -0.35 0.95 0.07
N -6.988137 -6.318093 2.849013 0.65 1.19 -0.34 0.05
O 0.300853 -2.613123 -0.473197 1.87 0.08 -0.40 -0.18
C 7.105863 -7.335973 -3.126947 -1.23 -0.40 1.06 -0.07
C 7.668193 5.395617 5.722613 0.04 0.22 1.28 -0.18
H 7.197053 5.777357 4.816843 -0.67 0.17 0.08 0.11
H -7.738037 9.980977 -5.757157 0.25 0.58 0.00 0.09
H -0.092077 -4.349143 -1.496837 0.10 -0.09 -0.41 0.09
H -8.003357 -10.161923 5.194683 0.09 0.05 -0.18 0.09
H -8.214717 -8.458203 1.995393 0.23 -0.56 0.08 0.12
C 0.157923 3.021697 0.209943 -1.13 -0.47 0.95 -0.09
H -0.867587 2.912357 -0.142857 -0.17 0.19 -0.47 0.08
H 3.209603 -10.790423 -0.433247 0.30 0.41 0.25 0.08
H -1.550417 1.875447 1.649343 -0.30 0.20 0.23 0.11
H 5.668463 -8.130603 -0.105337 0.04 0.14 0.07 0.06
H -9.680077 -9.922013 4.721943 -0.31 0.53 0.24 0.08
H 4.626633 -0.754153 -5.769367 -0.54 0.14 0.46 0.12
H -0.022507 -2.819543 -2.488777 -0.85 -0.18 -0.03 0.08
H -4.185497 2.827867 9.553653 0.45 0.25 -0.57 0.09
H -4.931767 7.371707 -6.726637 -0.14 -0.73 -0.20 0.11
C 3.671483 -10.489263 -1.373487 0.51 -0.38 -0.23 -0.06
H 0.167663 3.935447 0.804143 0.35 0.33 -0.15 0.08
H -5.443307 7.360867 -5.072317 0.63 -0.26 0.55 0.11
C -8.717257 -7.939123 2.811543 0.16 -0.68 0.54 -0.19
O 0.387833 1.907847 1.066733 1.38 -0.16 -1.08 -0.21
H 7.147293 -0.394553 -6.291827 -0.41 0.32 0.60 0.13
H 4.266483 -2.370133 -7.551737 -0.02 0.28 -0.02 0.11
H 7.508733 -5.676803 -8.382097 0.50 -0.55 -0.37 0.09
H 8.582123 4.947267 5.333003 0.12 -0.81 0.30 0.11
C 0.407043 -3.395573 -1.669157 -0.76 0.70 0.13 -0.08
C -4.578417 9.189117 -5.793057 0.77 -0.87 -0.11 -0.25
H 4.002343 -11.431783 -1.809707 -0.31 -0.12 -0.42 0.07
H -2.467677 5.241297 -4.810447 0.20 0.41 0.58 0.11
H 6.367433 -6.594353 -2.822277 -0.41 0.13 -0.61 0.08
N 9.415433 7.132607 6.460573 -0.61 -0.38 -0.07 0.03
H -6.795707 -5.494603 3.401213 -0.16 -0.01 0.60 0.07
C -8.410487 -6.457333 2.582353 -0.07 -1.93 1.59 -0.46
C -4.956947 2.827267 8.783613 -1.34 -0.99 -0.15 -0.12
H 10.098193 6.392177 6.536073 0.40 0.10 -0.31 0.07
H -5.223797 5.221697 10.281413 0.20 -0.20 0.16 0.13
H -5.924067 3.569667 -2.735117 -0.35 -1.05 0.19 0.08
H -3.741427 4.962477 9.248373 -0.08 -0.45 0.14 0.12
N -0.793247 -0.722923 1.415283 0.21 1.16 0.23 -0.06
C 5.626353 -3.799573 -8.299007 0.22 -0.93 -1.38 -0.21
H 3.786843 -0.014223 -3.974327 0.79 1.02 -0.95 0.08
H 5.125513 -2.333303 -5.063447 -0.32 -0.27 -0.52 0.13
H -5.474627 5.288337 -4.496507 -0.22 -0.41 0.11 0.11
H -4.411417 9.440167 -6.840527 0.36 0.34 -0.26 0.11
C 7.018033 7.617477 6.741973 -0.06 -1.25 0.98 -0.06
H 5.330303 4.000917 5.122153 -0.10 0.08 -0.15 0.08
C 5.151553 -2.349313 -8.187597 1.32 -0.09 -0.45 -0.19
H -3.520947 5.092507 -6.049947 -0.78 -0.02 -0.42 0.11
H -1.377127 0.143797 3.189823 0.04 -0.21 0.42 0.11
H 4.816513 0.230717 -2.532387 0.23 -0.17 -0.18 0.09
H 8.183483 -5.209493 -10.073467 0.65 0.76 0.83 0.09
O -8.262207 -8.446053 4.120123 -0.81 0.78 -1.35 -0.19
N -3.267737 7.124897 -5.412297 -2.04 -1.27 1.49 -0.05
C 5.609373 -9.202893 -2.464437 0.40 -1.18 -0.80 -0.23
H 0.092793 -2.312633 2.408113 0.78 -0.38 -0.20 0.11
H -5.678607 2.111097 9.176553 -0.56 0.19 0.35 0.07
C -0.558687 1.708727 2.069793 0.44 -1.76 -0.07 -0.22
H 0.373383 -0.044843 3.127783 0.36 -0.02 -0.15 0.11
H 5.540283 -10.247183 -0.475867 0.73 -0.38 -0.74 0.14
H -3.765557 9.569677 -5.174567 0.01 -0.02 -0.04 0.12
H -7.081717 5.974067 8.254633 -0.21 -0.12 0.09 0.07
O -5.569537 4.085457 8.539513 1.73 0.76 1.44 -0.20
H -0.044857 -0.569703 0.754583 0.00 0.14 -0.45 0.10
```
Positions in Å, forces in eV/Å.

Calculated values
- SMILES string: COC[C@H](C)N.COC[C@H](C)N.COC[C@H](C)N.COC[C@H](C)N.COCCNCCOC.COCCNCCOC.COCCNCCOC
- Energy above the lowest of the compared OMol25 structures with the same formula, charge and spin: 5.3638 eV
- LUMO: 0.29 eV
- Max |F|: 3.92 eV/A
- Total charge: 0



# 4
DFT (wB97M-V/def2-TZVPD) results for C20H25Br2EuF2N3OS4 as an isolated structure.

The geometry in XYZ format:
```
58
Properties=species:S:1:pos:R:3:forces:R:3:lowdin_charge:R:1
C 13.047059 10.197920 11.171867 1.63 1.09 0.21 -0.14
H 10.686074 8.389806 4.562037 -0.38 0.78 -0.64 0.12
C 15.397766 10.791020 6.863366 0.90 -0.37 -0.16 -0.15
H 6.593239 12.715852 8.151754 0.45 -0.10 -0.46 0.10
C 8.686686 13.209159 8.135689 1.27 0.81 -1.13 -0.49
C 10.068498 7.762625 6.330547 0.63 0.11 -1.08 -0.86
C 10.933838 13.143867 9.793857 0.66 0.39 -0.07 -0.54
H 16.025054 10.857514 5.976543 0.29 0.19 0.45 0.10
H 8.035949 11.701882 12.647373 -0.48 0.38 0.67 0.08
C 14.932635 10.796778 9.203903 0.26 -0.15 1.25 -0.18
H 16.255756 11.325633 10.838555 -0.49 -0.36 0.13 0.08
H 11.957837 12.734876 9.934198 -0.63 0.14 -0.15 0.08
H 11.462131 5.900150 4.284295 -0.28 -0.08 0.03 0.13
C 15.251683 10.938141 10.620313 0.84 0.86 -2.20 -0.02
H 12.993312 6.806154 6.753113 0.93 1.75 0.79 0.09
S 8.723518 8.800212 6.562967 0.56 0.11 -0.08 0.58
C 11.178922 5.754583 7.099633 1.25 -0.48 -1.08 -0.13
H 7.233657 12.638868 10.593226 -0.21 -0.40 -0.15 0.09
C 12.411997 6.139468 6.208655 -1.83 -1.35 0.21 -0.12
H 8.637398 13.897986 8.950303 -0.48 0.30 0.78 0.06
H 9.984733 7.653373 11.870215 0.78 0.08 -0.33 0.08
Br 13.700103 9.920181 4.767775 -0.07 0.10 0.09 0.82
H 7.614115 11.761980 6.976985 -0.27 0.56 1.07 0.09
Eu 10.310885 9.442932 8.965981 0.63 0.35 0.01 1.60
H 10.586419 4.988355 6.565062 -0.05 0.45 0.14 0.14
C 8.175324 11.116519 11.764014 -0.93 -0.70 0.16 -0.53
H 12.407796 9.905452 11.992748 -0.68 -0.09 -0.45 0.09
C 14.338237 10.699728 11.575272 -0.73 -0.94 -0.84 -0.03
S 10.294441 12.407146 8.308136 0.60 -0.74 -0.78 0.84
N 12.691612 10.151277 9.906657 -0.22 -0.59 0.19 0.01
H 11.062070 14.197520 9.552951 0.06 0.19 0.29 0.09
Br 17.729746 11.119476 8.579406 -0.54 0.20 -0.44 0.78
C 7.202228 11.541177 10.692127 0.65 0.95 -0.77 -0.47
C 14.105110 10.325400 6.573861 -0.42 0.06 0.12 -0.59
H 13.059394 5.289100 6.085221 -0.03 -0.57 -0.42 0.12
H 7.933150 10.081548 12.036732 0.50 0.07 0.02 0.10
H 10.653719 13.530791 11.805297 0.15 -0.38 0.65 0.10
H 14.676511 10.790840 12.578832 -0.38 -0.03 0.85 0.10
H 12.589253 7.225705 4.306117 0.25 0.00 0.16 0.08
H 9.557660 6.789025 7.896727 0.46 -0.10 0.21 0.10
O 11.983141 9.521305 7.439571 0.27 0.53 -0.16 -0.32
N 10.815494 7.681116 5.236190 -0.51 -0.37 0.36 0.06
H 9.144632 13.437836 11.028950 -0.21 0.08 -0.35 0.07
C 11.861288 6.693995 4.911017 0.17 0.30 0.52 -0.15
S 9.894991 11.233487 11.409971 1.06 -0.95 0.13 0.85
N 10.413439 6.961693 7.361920 -1.43 -0.71 0.79 -0.06
H 8.796908 13.886054 7.234732 -0.52 -0.97 0.77 0.11
S 7.519295 10.809592 9.051539 0.22 -1.16 1.01 0.79
C 10.406404 7.908884 10.873633 -1.38 0.15 -0.01 -0.33
C 7.571398 12.215107 8.015828 -1.09 0.46 -1.94 -0.58
F 9.088491 7.640251 10.090498 0.23 0.34 -0.31 -0.30
C 13.171025 10.077689 7.556765 -0.43 -0.13 1.28 -0.41
H 6.204860 11.246140 10.929287 -0.68 -0.06 0.48 0.07
C 10.117989 12.962036 11.054827 0.08 0.71 -0.28 -0.49
F 11.189017 6.898998 10.421903 0.36 -0.52 0.19 -0.07
C 15.875073 10.952582 8.150058 -0.71 -0.22 -0.26 -0.61
H 11.470596 5.299222 8.033627 0.21 0.14 0.33 0.12
C 13.616410 10.401136 8.903055 -0.28 -0.14 0.19 -0.15
```
Positions in Å, forces in eV/Å.

Calculated values
- Energy above the lowest of the compared OMol25 structures with the same formula, charge and spin: 0.0000 eV
- LUMO (spin up / spin down): -3.64 / -2.58 eV
- Max |F|: 2.51 eV/A
- Spin multiplicity: 7
- Total charge: +1